This record from the OMol25 dataset describes a cluster of 2 separate species, C18H29F7NOS in total. The level of theory is ωB97M-V with the def2-TZVPD basis set.

- Max |F|: 0.6 eV/Å
- LUMO energy: -3.354 eV

Structure (ORCA input):
```
! RIJCOSX wB97M-V def2-TZVPD def2/J DEFGRID3
* xyz 1 1
C 2.65917 1.36370 1.15448
O 3.06635 0.36909 0.24146
C 3.78577 0.88894 -0.88093
C 3.06050 0.66335 -2.21278
C 2.43727 -0.73474 -2.36158
C 0.97135 -0.85244 -1.90289
C 0.67699 -2.01906 -0.94643
C -0.28574 -1.66775 0.18728
C -1.63172 -1.10889 -0.30575
C -2.25803 -0.26264 0.80435
S -3.58127 0.90108 0.36143
C -2.69197 2.42133 -0.09318
C -1.41980 2.23774 -0.91472
C -0.71975 3.57960 -1.07905
F -1.40521 4.37008 -1.92767
F -0.61903 4.23853 0.09645
F 0.52404 3.41432 -1.55685
C -4.33060 0.33248 -1.24655
F -3.52275 0.65767 -2.27089
F -4.45096 -1.00424 -1.18846
C -5.74187 0.98035 -1.41547
F -5.75478 2.17247 -0.75914
F -5.92838 1.21479 -2.72906
H 1.84114 1.96724 0.73193
H 3.47402 2.04055 1.42559
H 2.31365 0.85659 2.05817
H 3.98078 1.95376 -0.72056
H 4.76320 0.39658 -0.91235
H 2.29907 1.43616 -2.35393
H 3.78648 0.79764 -3.01832
H 2.48726 -0.99392 -3.42223
H 3.05011 -1.46779 -1.83516
H 0.32314 -0.95115 -2.77950
H 0.67267 0.08515 -1.41765
H 0.27996 -2.88429 -1.48620
H 1.60626 -2.35360 -0.48154
H 0.21076 -0.94888 0.84752
H -0.47410 -2.55415 0.79748
H -2.29550 -1.94431 -0.52565
H -1.50655 -0.53159 -1.22179
H -1.49817 0.40068 1.23317
H -2.65145 -0.86536 1.62432
H -3.43853 3.03707 -0.59942
H -2.46910 2.85342 0.88507
H -0.71812 1.54163 -0.45601
H -1.63416 1.88127 -1.92024
H -6.51350 0.30954 -1.02846
N 1.36668 -2.38826 4.51717
C 2.08384 -1.48471 3.77937
C 2.60095 -2.13785 2.69283
C 2.17758 -3.49272 2.77859
C 1.41984 -3.61515 3.91333
H 0.89298 -2.18874 5.37824
H 2.17300 -0.45953 4.09809
H 3.21624 -1.69317 1.92686
H 2.41191 -4.28853 2.09151
H 0.92810 -4.46938 4.34575
*
```

Löwdin atomic charge list, values in e, 2 entries: C -0.10; O -0.21

This record from the OMol25 dataset describes a structure of composition C43H51N5O2Ti. The level of theory is ωB97M-V with the def2-TZVPD basis set.

- Max |F|: 0.5 eV/Å
- LUMO energy: 0.582 eV

Structure (ORCA input):
```
! RIJCOSX wB97M-V def2-TZVPD def2/J DEFGRID3
* xyz 0 1
Ti -0.46482 -0.72710 -0.13768
C -2.97591 -2.69475 -1.30544
C -3.82973 -1.85237 -0.37748
N -3.10614 -0.68247 0.12235
C -3.77756 -0.08355 1.26362
C -3.01470 1.13699 1.75320
N -1.61927 0.81509 2.02682
C -1.28726 0.65362 3.45491
C -1.94755 -0.52810 4.17312
C -1.24829 -1.87861 4.01284
N -0.92762 -2.10746 2.62067
C -0.42451 -3.41067 2.23549
C 0.10675 -3.31876 0.79362
N -0.80476 -2.59812 -0.08971
C -1.88524 -3.43943 -0.55331
H -2.54020 -2.06902 -2.09122
H -3.61660 -3.42519 -1.80594
H -4.11547 -2.45829 0.48798
H -4.76302 -1.55189 -0.87462
H -3.03933 -0.00584 -0.63225
H -3.83111 -0.84103 2.04635
H -4.81164 0.20907 1.02389
H -3.52290 1.55431 2.63290
H -3.04985 1.90874 0.97773
H -1.02973 1.57072 1.69937
H -1.56986 1.56901 3.99440
H -0.19869 0.58332 3.52411
H -2.98793 -0.60818 3.85555
H -1.97866 -0.28624 5.23904
H -1.90622 -2.67455 4.37391
H -0.34924 -1.90386 4.65536
H -0.25550 -1.39716 2.34084
H -1.23661 -4.14054 2.31558
H 0.39345 -3.78103 2.87772
H 0.29615 -4.32666 0.40274
H 1.06625 -2.79720 0.80287
H 0.13035 -2.42085 -2.32364
H -2.35367 -3.95605 0.29796
H -1.47095 -4.23237 -1.19489
O -1.27902 0.28840 -1.50140
C -0.77609 0.61932 -2.78642
C -0.25212 -0.65176 -3.47416
C 0.70494 -1.53280 -2.61502
C 1.89848 -1.99305 -3.39937
C 3.13727 -1.57995 -3.11743
C 3.35776 -0.64699 -2.03396
C 2.32534 -0.32905 -1.22124
C 2.46474 0.75452 -0.19518
C 2.06409 0.35071 1.22481
O 0.77479 -0.23134 1.16030
C 1.95891 1.58627 2.12872
C 2.55133 1.65254 3.38484
C 2.34655 2.75225 4.21210
C 1.54903 3.80438 3.79756
C 0.95918 3.75537 2.54060
C 1.16680 2.65991 1.71865
C 3.06020 -0.65702 1.81079
C 2.63551 -1.67267 2.65750
C 3.53680 -2.55810 3.23099
C 4.89320 -2.43825 2.97374
C 5.33512 -1.41470 2.14883
C 4.42898 -0.53223 1.58080
N 1.06946 -0.88287 -1.34666
C -1.91592 1.17041 -3.65698
C -3.21733 1.27800 -3.19296
C -4.22998 1.76736 -4.01257
C -3.95070 2.16039 -5.30811
C -2.64599 2.07047 -5.78056
C -1.64241 1.58436 -4.96252
C 0.24484 1.74909 -2.64672
C 1.47196 1.76119 -3.29197
C 2.33382 2.84315 -3.14413
C 1.97085 3.93208 -2.37027
C 0.72914 3.94073 -1.74278
C -0.12092 2.85800 -1.88109
H 0.22237 -0.38158 -4.41903
H -1.13435 -1.23861 -3.74552
H 1.71305 -2.68778 -4.21144
H 3.97806 -1.93044 -3.70333
H 4.32256 -0.18092 -1.89324
H 1.82929 1.58170 -0.51808
H 3.48506 1.13389 -0.20872
H 3.17555 0.84146 3.73475
H 2.81707 2.77941 5.18679
H 1.39018 4.65841 4.44328
H 0.33903 4.57469 2.19779
H 0.70146 2.64299 0.73981
H 1.58501 -1.76576 2.88736
H 3.17350 -3.34258 3.88353
H 5.59992 -3.12951 3.41398
H 6.39204 -1.29995 1.94457
H 4.81091 0.26252 0.95551
H -3.45187 0.98847 -2.17987
H -5.23963 1.84333 -3.62835
H -4.73742 2.54123 -5.94632
H -2.41108 2.38681 -6.78882
H -0.62550 1.54203 -5.33386
H 1.79173 0.91283 -3.88404
H 3.29970 2.82455 -3.63331
H 2.64513 4.77150 -2.25943
H 0.42848 4.79216 -1.14428
H -1.09128 2.85750 -1.39723
*
```

Löwdin atomic charge list, values in e, 2 entries: Ti 1.15; C -0.17

This record from the OMol25 dataset describes a cluster of 2 separate species, C5H15N2 in total. The level of theory is ωB97M-V with the def2-TZVPD basis set.

- Max |F|: 5.6 eV/Å
- LUMO energy (spin up / spin down): -13.242 / -13.284 eV
- Energy above the lowest of the compared OMol25 structures with the same formula, charge and spin: 7.5104 eV

Structure (ORCA input):
```
! RIJCOSX wB97M-V def2-TZVPD def2/J DEFGRID3
* xyz 2 2
C 0.09988 0.09598 1.37407
N -1.08515 -0.38732 0.80429
C -4.39861 -0.10873 -0.38990
C 1.32807 -0.13909 0.46005
N 0.81240 0.17657 -0.86530
C 1.53622 -0.41538 -1.98471
C 2.47212 0.82201 0.82288
H 0.31214 -0.00434 2.42131
H -0.44257 0.88570 0.83723
H -1.68985 -0.74983 1.52776
H -4.83758 0.06190 -1.37760
H -5.18735 -0.31089 0.37605
H -3.85776 0.73417 -0.06711
H 1.63148 -1.20228 0.47239
H -0.18480 -0.15159 -0.84741
H -3.62834 -0.94419 -0.42473
H 2.56600 0.07473 -2.11784
H 1.68434 -1.48824 -1.89609
H 1.05133 -0.17461 -2.91313
H 3.28431 0.68816 0.16030
H 2.11437 1.89542 0.74450
H 2.86742 0.63243 1.83710
*
```

Löwdin atomic charge list, values in e, 2 entries: C -0.02; N 0.38

This record from the OMol25 dataset describes an isolated molecule of C6H16N2. The level of theory is ωB97M-V with the def2-TZVPD basis set.

- SMILES: CN(C)CCCCN
- Max |F|: 4.0 eV/Å
- LUMO energy: 1.033 eV
- Energy above the lowest of the compared OMol25 structures with the same formula, charge and spin: 2.3017 eV

Structure (ORCA input):
```
! RIJCOSX wB97M-V def2-TZVPD def2/J DEFGRID3
* xyz 0 1
C -1.12322 2.80373 0.90555
N -1.03960 1.39223 0.73026
C -0.81457 0.70634 2.06276
C -0.10222 0.99693 -0.34041
C -0.45308 -0.36702 -1.04909
C -0.00250 -1.68427 -0.44758
C 1.43216 -1.98353 -0.54884
N 1.96466 -2.57450 -1.83553
H -2.04314 2.88675 1.60988
H -1.07786 3.28965 -0.08220
H -0.26121 3.31510 1.40549
H -1.15312 -0.33878 2.06460
H 0.14961 0.70234 2.51195
H -1.47846 1.25510 2.82408
H 0.97585 0.90474 -0.03697
H 0.00176 1.81370 -1.08462
H -1.56542 -0.32075 -1.13795
H -0.15273 -0.32625 -2.14117
H -0.66557 -2.42511 -1.05297
H -0.51213 -1.73057 0.58460
H 2.10387 -1.11360 -0.40247
H 1.79313 -2.71365 0.22754
H 2.74253 -1.94399 -2.10991
H 1.28123 -2.54460 -2.65702
*
```

Löwdin atomic charge list, values in e, 2 entries: C -0.16; N -0.27